1.
Here is 8 unconnected molecules or ions with the total composition C42H77ClN14 at a distorted geometry from OMol25. Energies are from ωB97M-V/def2-TZVPD.

```
134
Properties=species:S:1:pos:R:3
C 11.19634 -11.80819 22.94232
C 9.82448 -11.84132 22.25228
N 9.06897 -13.02710 22.71028
C 8.47483 -13.14132 23.93429
C 7.96038 -14.41391 23.99439
N 8.34758 -15.06377 22.87359
C 8.96096 -14.18439 22.04178
C 8.09572 -16.47067 22.51376
H 11.16942 -11.69332 24.02698
H 11.74532 -10.91392 22.64158
H 11.79794 -12.66844 22.64945
H 9.90700 -11.88635 21.16872
H 9.22174 -10.96551 22.48552
H 8.41503 -12.32419 24.63402
H 7.42482 -14.89175 24.79649
H 9.37986 -14.34542 21.06275
H 7.52594 -16.96485 23.29553
H 9.06406 -16.95254 22.39352
H 7.56925 -16.54587 21.56282
C 0.81131 -21.13314 23.74808
C 2.16801 -21.74152 23.50888
N 3.05019 -21.72788 24.70899
C 2.92782 -22.64391 25.73292
C 3.86406 -22.27749 26.67457
N 4.56268 -21.23134 26.15178
C 4.01470 -20.85419 24.98569
C 5.71310 -20.61379 26.79544
H 0.78014 -20.06512 23.52197
H 0.47340 -21.35460 24.75863
H 0.04071 -21.48281 23.05803
H 2.76472 -21.20580 22.76471
H 2.20093 -22.75890 23.11932
H 2.16371 -23.40242 25.69828
H 4.11796 -22.62703 27.66126
H 4.33418 -19.99895 24.41775
H 5.51023 -19.55669 26.99158
H 6.56447 -20.53302 26.10097
H 5.94458 -21.07678 27.74796
C 6.77822 -19.83024 20.02822
C 5.89792 -19.57353 21.24494
N 4.64856 -18.86453 20.91189
C 3.76220 -19.32906 19.95119
C 2.75289 -18.40051 19.89558
N 3.02268 -17.44037 20.82430
C 4.17557 -17.75019 21.45423
C 2.30854 -16.18046 21.01653
H 6.94084 -19.00070 19.33136
H 6.40812 -20.57193 19.31389
H 7.79305 -20.10170 20.32306
H 6.50469 -18.92455 21.87610
H 5.75271 -20.50421 21.79000
H 3.93079 -20.26801 19.45480
H 1.87280 -18.34816 19.27338
H 4.66124 -17.08287 22.14464
H 2.61105 -15.73883 21.95987
H 1.23892 -16.39011 21.05007
H 2.46041 -15.55438 20.13860
C 11.41664 -26.99844 20.62183
C 10.40364 -26.55870 19.55425
N 9.82859 -25.23976 19.88390
C 9.08101 -24.49752 19.00778
C 8.47049 -23.50627 19.68755
N 8.76326 -23.69355 21.01473
C 9.57368 -24.75647 21.12287
C 8.10107 -22.95117 22.09057
H 10.99091 -27.10654 21.61909
H 12.18116 -26.22085 20.68921
H 11.93284 -27.91178 20.33913
H 9.59294 -27.20788 19.22438
H 11.00890 -26.48102 18.64657
H 8.92677 -24.71135 17.96109
H 7.70034 -22.82259 19.37778
H 9.79727 -25.25600 22.05048
H 7.38876 -23.60823 22.58381
H 7.65883 -22.04235 21.69699
H 8.83149 -22.56695 22.80241
C 13.22571 -20.05087 22.47717
C 11.72928 -20.11075 22.17803
N 11.54602 -20.21404 20.72463
C 10.93981 -19.28894 19.90615
C 11.02078 -19.77422 18.63721
N 11.69754 -20.97015 18.67352
C 11.99681 -21.20353 19.96210
C 11.84946 -21.95873 17.61344
H 13.72395 -20.92992 22.06450
H 13.50095 -20.08248 23.53109
H 13.69184 -19.16144 22.05325
H 11.15959 -19.27198 22.57290
H 11.28819 -20.97736 22.67187
H 10.57664 -18.35684 20.29772
H 10.66979 -19.36211 17.70466
H 12.33641 -22.18013 20.27082
H 11.04827 -21.80892 16.89551
H 11.81648 -22.96021 18.03463
H 12.82328 -21.89071 17.12881
C 8.71252 -24.53149 26.52013
C 8.43929 -23.03759 26.33100
N 8.98263 -22.20729 27.39683
C 9.52739 -20.95158 27.20714
C 9.89405 -20.51903 28.43028
N 9.36739 -21.37030 29.37285
C 8.78853 -22.38956 28.71759
C 9.47982 -21.16525 30.81309
H 8.70351 -25.10726 25.59913
H 8.02279 -24.99943 27.22395
H 9.67879 -24.68247 27.00960
H 7.35324 -22.92091 26.41148
H 8.70710 -22.63384 25.35873
H 9.65278 -20.58547 26.19451
H 10.43947 -19.61995 28.66357
H 8.30345 -23.28711 29.06805
H 10.44411 -21.54276 31.15637
H 8.69759 -21.71107 31.33357
H 9.45326 -20.10921 31.06751
C 13.58842 -16.90678 24.31968
C 12.39440 -15.98631 24.07980
N 11.41491 -15.99470 25.15370
C 11.51301 -15.14086 26.22636
C 10.46089 -15.38074 27.06350
N 9.82518 -16.48385 26.54168
C 10.36495 -16.80502 25.36729
C 8.61920 -17.08511 27.11246
H 14.07317 -17.06630 23.35723
H 13.20435 -17.91874 24.48982
H 14.20185 -16.63082 25.17146
H 11.91115 -16.36383 23.17120
H 12.60753 -14.95637 23.79865
H 12.31635 -14.43160 26.34789
H 9.99089 -14.94567 27.93107
H 10.07274 -17.66010 24.76643
H 8.78530 -17.29299 28.16438
H 8.36147 -18.01013 26.59303
H 7.74798 -16.45846 26.92345
Cl 8.43192 -19.85506 23.84594
```

Net charge: +6
Orbital gap (eV): 9.94
Total energy (a.u.): -2871.112340

---

2.
Here is a molecular structure, C42H78BBrCl18IN3O7PS at a distorted geometry from OMol25. Energies are from ωB97M-V/def2-TZVPD.

```
153
Properties=species:S:1:pos:R:3
C -1.98462 -3.75329 -1.51767
C -2.63088 -2.67162 -0.85709
C -3.44893 -1.45525 -0.03820
C -2.76926 -0.00915 -0.34029
C -1.99024 0.54675 0.94700
C -2.52769 0.22876 2.45306
C -1.83182 -1.11523 3.16301
C -0.23716 -0.97744 3.46998
P 0.88219 -1.98764 2.23279
O 1.43633 -1.11004 1.04125
O 0.04073 -3.34188 1.53682
C 0.94947 -4.36391 0.99979
C 1.43992 -4.05576 -0.56942
O 2.22913 -2.55859 3.21118
C 3.51555 -2.05652 2.70578
C 4.08518 -2.90808 1.38416
C -1.53632 2.15861 0.96126
C -0.15284 2.20050 1.81271
C 0.81151 3.51216 1.66517
O 0.71379 4.66525 2.33162
N 1.99941 3.40367 0.68680
C 3.15442 2.66632 1.39289
C 2.55172 4.77198 0.34728
N -2.71119 2.90992 1.52787
C -2.41396 3.90377 2.39453
O -2.11457 4.71527 3.44735
C -1.46155 2.55633 -0.61400
Br 0.08432 1.76767 -1.62982
I -1.22832 4.76541 -0.97028
C -2.92712 2.35342 -1.29806
N -3.57986 0.97255 -1.21551
C -4.96125 1.24730 -0.64197
S -6.14097 2.24631 -1.69567
C -6.33457 4.00641 -1.08558
C -7.19307 4.81363 -2.26966
C -3.59520 0.57126 -2.69894
B -4.52163 -0.67079 -3.18523
O -3.94968 -1.58042 -4.24030
O -5.89703 -1.00721 -2.73977
H -1.70755 -4.78155 -2.04561
H -4.57168 -1.59224 -0.41345
H -3.48675 -1.84395 1.05187
H -1.91165 -0.29640 -1.13320
H -0.93948 -0.03202 0.93296
H -3.69336 -0.00279 2.42538
H -2.28204 1.06606 3.26827
H -1.99968 -2.10625 2.58377
H -2.37740 -1.20387 4.22057
H 0.16930 0.10777 3.61787
H -0.05529 -1.52638 4.51587
H 0.30181 -5.36293 0.90789
H 1.85638 -4.63958 1.68567
H 0.70266 -4.64694 -1.29891
H 1.42026 -2.91765 -0.83978
H 2.48431 -4.57169 -0.68990
H 3.55901 -0.88936 2.54364
H 4.31507 -2.28247 3.56309
H 3.59107 -2.55290 0.37542
H 3.95638 -4.06483 1.59171
H 5.25859 -2.75118 1.23056
H -0.39069 2.10782 2.98020
H 0.59737 1.29167 1.61235
H 4.05286 2.44038 0.64096
H 2.82863 1.61866 1.81700
H 3.62234 3.33907 2.25198
H 1.71862 5.44588 -0.13451
H 3.04725 5.24947 1.29908
H 3.42762 4.58781 -0.44002
H -3.61853 3.22752 -0.87666
H -2.70221 2.71751 -2.41388
H -4.81690 1.88645 0.35700
H -5.56838 0.30753 -0.31265
H -6.91367 4.06558 -0.05928
H -5.32752 4.59372 -0.97447
H -6.84085 5.92415 -2.41188
H -6.96962 4.21822 -3.27295
H -8.34640 4.72152 -2.08260
H -4.01705 1.43589 -3.40963
H -2.49466 0.37356 -3.11883
H -4.29449 -2.51698 -4.11302
H -5.79841 -1.89715 -2.24762
Cl 6.29125 2.20188 -0.36375
C 7.69257 3.28152 -0.15363
C 7.27569 4.71229 0.14727
Cl 6.50321 5.49711 -1.25242
H 8.30528 3.22246 -1.05881
H 8.27814 2.88116 0.67921
H 8.15604 5.31066 0.39991
H 6.57945 4.75945 0.99050
Cl 6.75235 -4.89327 3.30737
C 5.90620 -6.03855 4.37781
C 5.08883 -7.05664 3.59882
Cl 3.68656 -6.31616 2.78820
H 5.28046 -5.46118 5.06579
H 6.67487 -6.54906 4.96547
H 4.69572 -7.81725 4.27987
H 5.69357 -7.56115 2.83870
Cl 2.02399 3.00950 -4.37058
C 2.44062 1.62832 -5.41567
C 1.69814 0.36250 -5.01836
Cl 2.24748 -0.27594 -3.44915
H 3.52552 1.48802 -5.37632
H 2.17207 1.91255 -6.43739
H 1.87743 -0.42183 -5.75968
H 0.61851 0.53189 -4.95731
Cl -6.72296 -4.83920 -1.80445
C -6.86071 -4.53773 -3.55477
C -6.08615 -5.55609 -4.37601
Cl -4.32477 -5.37844 -4.18164
H -6.51768 -3.51700 -3.75141
H -7.92499 -4.59162 -3.80214
H -6.30292 -5.41833 -5.43946
H -6.35646 -6.58131 -4.10422
Cl 5.40534 -8.99061 0.89133
C 3.77084 -8.84744 0.19753
C 3.75742 -9.10816 -1.30023
Cl 4.58222 -7.82184 -2.21505
H 3.38690 -7.85052 0.43624
H 3.14439 -9.58386 0.70945
H 2.72564 -9.14259 -1.66233
H 4.23602 -10.06111 -1.54688
Cl 6.97914 -2.12683 -0.68535
C 6.94464 -1.15715 -2.17933
C 7.92812 -1.66910 -3.21958
Cl 9.62092 -1.40526 -2.73315
H 7.14695 -0.11503 -1.91234
H 5.92467 -1.21532 -2.57060
H 7.78280 -1.13488 -4.16318
H 7.79184 -2.73830 -3.41002
Cl -5.90668 2.02556 3.94830
C -5.00349 3.22287 4.90964
C -5.90979 4.29912 5.48561
Cl -6.57100 5.36856 4.22431
H -4.22386 3.65171 4.27205
H -4.51512 2.67409 5.72028
H -5.34294 4.93345 6.17349
H -6.74934 3.86490 6.03755
Cl -10.17010 7.06448 6.82943
C -9.74006 7.07476 5.10073
C -10.89601 6.63140 4.21832
Cl -11.27286 4.90255 4.42046
H -8.86196 6.43530 4.96559
H -9.45398 8.10100 4.85213
H -10.63753 6.77821 3.16546
H -11.80481 7.20421 4.42810
Cl 7.87424 0.41299 -5.83421
C 8.77743 1.61030 -4.87287
C 7.87113 2.68654 -4.29689
Cl 7.20992 3.75599 -5.55819
H 9.55706 2.03913 -5.51045
H 9.26580 1.06152 -4.06223
H 8.43799 3.32088 -3.60901
H 7.03158 2.25233 -3.74496
```

Net charge: +1
Orbital gap (eV): 8.35
Total energy (a.u.): -14256.967080

---

> Which value of orbital gap does entry 1 give?

9.94 eV